Entry 1:
The following is a quantum chemistry calculation of a cluster of 2 separate species, C4H9BrN in total at a distorted geometry, from the Open Molecules 2025 dataset.

Last column: natural (NBO) charge in e.
Cartesian coordinates (Å):
C: 1.06573 -1.30889 0.77480  -0.27
C: 0.72988 -1.89780 -0.56998  -0.24
C: -0.91211 2.05569 0.27011  -0.77
C: -1.34846 0.93413 -0.63753  0.02
N: 0.86573 -0.50478 -0.39298  -0.56
Br: -2.33197 -0.32772 0.07549  0.43
H: 0.32017 -1.34146 1.56222  0.19
H: 1.88970 -1.52653 1.35751  0.23
H: 1.57602 -2.51946 -0.93679  0.23
H: -0.21374 -2.18284 -0.62019  0.19
H: 0.03765 2.44812 0.11917  0.29
H: -1.34439 3.04210 0.04222  0.31
H: -0.95890 2.05509 1.38382  0.27
H: -1.08526 1.14009 -1.70699  0.27
H: 1.70996 -0.06573 -0.72088  0.39

Calculated values
- Kohn-Sham gap: 7.80 eV
- Maximum force: 5.43 eV/Å
- E_LUMO: -6.33 eV
- Energy relative to the best compared isomer or geometry (same formula, charge and spin): 2.9783 eV
- Total charge: +1

***

Entry 2:
The following is a quantum chemistry calculation of a structure of composition C4H9Cl2N2P at a distorted geometry, from the Open Molecules 2025 dataset.

Last column: natural (NBO) charge in e.
Cartesian coordinates (Å):
C: 0.38580 -1.27505 -0.53164  -0.26
C: -1.18964 -0.01282 1.00136  -0.27
C: 1.71035 -0.99042 -1.09906  -0.39
C: -2.07131 0.60085 0.01300  -0.37
N: 1.86198 2.46366 -0.34406  -1.03
N: 0.20135 -0.24101 0.48344  -0.71
P: 0.99977 1.51406 0.44072  1.36
Cl: 2.88441 -0.50303 0.15358  -0.01
Cl: -1.42398 2.25272 -0.30806  -0.01
H: 0.54004 -2.24087 0.10205  0.19
H: -0.41692 -1.44989 -1.19288  0.20
H: -1.53934 -0.98828 1.39084  0.22
H: -1.01291 0.59315 1.88523  0.22
H: 1.76903 -0.17882 -1.84381  0.24
H: 2.09278 -2.02000 -1.44910  0.23
H: -3.02706 0.81301 0.46367  0.23
H: -2.10976 0.06859 -0.93298  0.22
H: 0.34542 1.59417 1.76769  -0.07

Calculated values
- Kohn-Sham gap: 9.18 eV
- Maximum force: 4.39 eV/Å
- E_LUMO: 0.50 eV
- Energy relative to the best compared isomer or geometry (same formula, charge and spin): 0.0000 eV
- Total charge: 0

***

Entry 3:
The following is a quantum chemistry calculation of a cluster of 2 separate species, C4H9Cl2O2S in total at a distorted geometry, from the Open Molecules 2025 dataset.

Last column: natural (NBO) charge in e.
Cartesian coordinates (Å):
O: -3.00256 3.73802 0.59366  -0.80
S: -3.14200 2.81557 -0.56306  1.91
O: -3.18528 3.01119 -2.03315  -0.80
Cl: -1.79261 1.32093 -0.24258  -0.15
Cl: -4.74647 1.64475 -0.12676  -0.16
C: 2.20387 0.04162 -0.27022  -0.67
C: 1.20904 -0.96051 0.18389  0.10
C: 0.60296 -1.88833 -0.80258  -0.67
C: 0.85007 -1.04462 1.62124  -0.66
H: 2.56986 0.64428 0.56144  0.21
H: 3.06657 -0.43933 -0.73160  0.21
H: 1.77210 0.72111 -1.00522  0.21
H: -0.10016 -2.57565 -0.33197  0.21
H: 0.06161 -1.34230 -1.57556  0.21
H: 1.36579 -2.48960 -1.29797  0.21
H: 0.11826 -1.83009 1.80946  0.21
H: 1.72567 -1.26077 2.23434  0.21
H: 0.42331 -0.10626 1.97665  0.21

Calculated values
- Kohn-Sham gap (spin up / spin down): 5.92 / 10.89 eV
- Multiplicity: 2
- Maximum force: 4.22 eV/Å
- E_LUMO (spin up / spin down): -1.02 / -1.03 eV
- <S²>: 0.754
- Energy relative to the best compared isomer or geometry (same formula, charge and spin): 1.0736 eV
- Total charge: 0

***

Entry 4:
The following is a quantum chemistry calculation of a cluster of 2 separate species, C4H9Cl3N2O2P in total at a distorted geometry, from the Open Molecules 2025 dataset.

Last column: natural (NBO) charge in e.
Cartesian coordinates (Å):
N: 2.70861 0.31119 0.71240  -0.93
C: 1.30903 0.25699 1.14435  0.71
O: 0.76829 1.24937 1.56076  -0.53
C: 0.75560 -1.12156 0.96442  -0.53
C: -0.69818 -1.49713 1.36782  -0.23
N: -1.63115 -0.44295 1.72388  -1.09
P: -2.47181 0.08080 0.51119  1.25
O: -3.41858 1.21382 1.27637  -1.02
Cl: -4.05493 -1.44663 0.03649  -0.62
H: 3.20937 0.89072 1.37308  0.36
H: 2.73622 0.80851 -0.17237  0.37
H: 0.90498 -1.36767 -0.08530  0.23
H: 1.44472 -1.77690 1.49215  0.22
H: -0.64448 -2.19863 2.19873  0.17
H: -1.10634 -2.07952 0.53327  0.16
H: -4.32112 1.12459 0.96482  0.48
C: 0.88222 1.23642 -3.26738  -0.41
Cl: -0.46934 0.77794 -2.23500  0.02
Cl: 2.42089 1.16274 -2.38368  -0.06
H: 0.94183 0.56211 -4.11335  0.21
H: 0.73418 2.25578 -3.60265  0.21

Calculated values
- Kohn-Sham gap: 5.85 eV
- Maximum force: 1.39 eV/Å
- E_LUMO: 2.72 eV
- Total charge: -1

***

Entry 5:
The following is a quantum chemistry calculation of an isolated molecule of C4H9Cl3O3Si at a distorted geometry, from the Open Molecules 2025 dataset.

Last column: natural (NBO) charge in e.
Cartesian coordinates (Å):
C: 0.22248 -0.19216 -2.77215  -0.24
O: 0.14577 0.45908 -1.53369  -0.91
Si: -0.38123 0.07203 -0.08341  2.35
O: -0.04438 1.33036 0.80460  -0.92
C: 0.99670 1.64544 1.76702  -0.25
O: 0.09471 -1.43354 0.44999  -0.90
C: 1.19575 -1.73659 1.23181  -0.22
C: -2.29847 0.18463 -0.11973  -0.58
Cl: -2.81440 -0.80307 -1.50789  -0.01
Cl: -3.22812 -0.39451 1.27035  0.01
Cl: -2.74724 1.86527 -0.33013  0.03
H: -0.47999 -1.13573 -2.78728  0.17
H: 1.14510 -0.55007 -3.08769  0.18
H: -0.13093 0.41032 -3.66481  0.19
H: 1.59260 0.92796 2.25426  0.18
H: 0.47718 2.29261 2.53112  0.20
H: 1.81490 2.30541 1.30826  0.18
H: 1.02217 -1.29261 2.20453  0.17
H: 2.01046 -1.14553 0.79211  0.16
H: 1.40693 -2.80929 1.27273  0.19

Calculated values
- SMILES: CO[Si](OC)(OC)C(Cl)(Cl)Cl
- Kohn-Sham gap: 10.85 eV
- Maximum force: 4.45 eV/Å
- E_LUMO: 0.63 eV
- Total charge: 0

***

Entry 6:
The following is a quantum chemistry calculation of a cluster of 2 separate species, C4H9Cl3Si in total at a distorted geometry, from the Open Molecules 2025 dataset.

Last column: natural (NBO) charge in e.
Cartesian coordinates (Å):
C: 1.88855 -0.54336 -0.15449  -0.69
C: -1.61634 1.04029 0.39268  -0.69
C: 0.78634 -1.26718 0.49353  -0.29
C: -1.49507 -0.10289 -0.55552  -0.53
Si: -2.52960 -1.62383 -0.51587  1.39
Cl: -1.78949 -2.95039 -1.86253  -0.35
Cl: -2.56036 -2.46579 1.32977  -0.35
Cl: -4.48227 -1.28280 -1.00706  -0.35
H: 1.83497 0.52705 0.03564  0.21
H: 1.91484 -0.72903 -1.22571  0.21
H: 2.84062 -0.89615 0.25980  0.23
H: -0.63996 1.46382 0.62610  0.22
H: -2.20111 1.84187 -0.06469  0.24
H: -2.10800 0.74954 1.31689  0.22
H: 0.56262 -2.26961 0.17635  0.17
H: 0.48470 -0.99624 1.48846  0.17
H: -0.95772 0.13321 -1.46304  0.21

Calculated values
- Kohn-Sham gap (spin up / spin down): 7.96 / 10.08 eV
- Multiplicity: 3
- Maximum force: 1.38 eV/Å
- E_LUMO (spin up / spin down): 0.66 / -1.23 eV
- <S²>: 2.007
- Total charge: 0

***

Entry 7:
The following is a quantum chemistry calculation of an isolated molecule of C4H9ClN2 at a distorted geometry, from the Open Molecules 2025 dataset.

Last column: natural (NBO) charge in e.
Cartesian coordinates (Å):
C: -1.11877 -0.45211 -1.78581  -0.44
N: -0.51297 0.68164 -1.15198  -0.43
C: -0.18853 0.70257 0.04736  0.49
C: 0.11177 1.89318 0.85277  -0.72
N: -0.05538 -0.73029 0.87826  -0.47
C: 1.06647 -1.48675 0.48673  -0.44
Cl: -0.00124 -0.39592 2.61172  0.06
H: -2.18766 -0.38899 -1.77200  0.21
H: -0.97442 -1.37780 -1.43115  0.19
H: -0.87642 -0.36559 -2.84215  0.20
H: 1.13688 2.00108 1.45568  0.24
H: -0.77620 2.24795 1.35819  0.25
H: 0.25688 2.71703 0.21501  0.25
H: 1.96526 -1.13880 1.00601  0.19
H: 0.91817 -2.63456 0.65838  0.20
H: 1.23617 -1.27264 -0.58702  0.21

Calculated values
- SMILES: C/N=C(/C)N(C)Cl
- Kohn-Sham gap: 9.78 eV
- Maximum force: 3.95 eV/Å
- E_LUMO: 0.92 eV
- Energy relative to the best compared isomer or geometry (same formula, charge and spin): 2.3305 eV
- Total charge: 0

***

Entry 8:
The following is a quantum chemistry calculation of a cluster of 2 separate species, C4H9ClN2S in total at a distorted geometry, from the Open Molecules 2025 dataset.

Last column: natural (NBO) charge in e.
Cartesian coordinates (Å):
C: -2.37076 0.14204 -0.19302  -0.35
C: -0.03202 1.68012 0.95553  -0.49
C: 0.61789 -1.92004 0.32989  -0.42
C: 1.18877 -0.02396 -1.18813  -0.44
N: -0.00793 0.28719 0.92893  -0.16
N: 0.67601 -0.49235 0.08674  -0.15
S: -2.77185 1.63146 -0.57740  0.07
Cl: -3.29815 -1.29593 -0.36473  0.02
H: -1.04314 2.06753 0.61527  0.24
H: 0.15328 2.03065 1.97056  0.21
H: 0.74309 2.21974 0.41879  0.18
H: 0.79425 -2.12110 1.40871  0.21
H: -0.34032 -2.13762 0.23501  0.22
H: 1.49900 -2.43886 -0.09826  0.22
H: 0.50575 0.49926 -1.74399  0.21
H: 2.02842 0.72998 -0.99206  0.20
H: 1.65769 -0.85813 -1.79185  0.22

Calculated values
- Kohn-Sham gap (spin up / spin down): 7.58 / 6.34 eV
- Maximum force: 5.51 eV/Å
- E_LUMO (spin up / spin down): 0.12 / -0.52 eV
- Energy relative to the best compared isomer or geometry (same formula, charge and spin): 4.9678 eV
- Total charge: 0

***

DFT total energy readings, ordered: -75815.2695; -41603.6405; -44266.2844; -58227.3174; -55883.2433; -49739.8986; -19793.5976; -30626.1830 eV